A structure of composition C12H18Cl2NO5PPtSTe. Source: the OMol25 dataset; level of theory: wB97M-V/def2-TZVPD.

Output
* HOMO energy (alpha / beta): -7.389 / -7.390 eV
* maximum force: 1.6 eV/A
* LUMO level (alpha / beta): -0.89 / -0.89 eV
* gap between HOMO and LUMO (alpha / beta): 6.50 / 6.50 eV

Last column: Mulliken charge in e.
Geometry (Å):
1 Pt 0.678 -0.265 -1.091  0.793
2 Cl 0.585 2.190 -0.054  -0.224
3 C 2.190 2.705 -0.507  0.977
4 C 2.491 4.036 -0.273  -0.831
5 C 3.749 4.513 -0.600  -0.319
6 C 4.688 3.654 -1.148  -0.735
7 C 4.357 2.333 -1.382  0.350
8 Cl 5.585 1.309 -2.059  -0.226
9 C 3.092 1.806 -1.086  -0.187
10 S 2.793 0.095 -1.410  -0.291
11 H 1.746 4.680 0.167  0.401
12 H 3.997 5.550 -0.429  0.361
13 H 5.681 3.999 -1.399  0.405
14 N 0.407 -3.177 3.129  -0.567
15 C -0.330 -1.927 3.266  -0.008
16 C 0.419 -0.775 2.612  0.524
17 O 0.245 0.376 2.899  -0.607
18 O 1.269 -1.159 1.656  -0.345
19 H -0.205 -3.980 3.172  0.207
20 H 1.106 -3.281 3.855  0.182
21 H 1.252 -2.138 1.639  0.349
22 H -0.578 -1.630 4.288  0.343
23 H -1.261 -2.010 2.700  -0.016
24 C 1.653 -4.664 -1.519  -1.059
25 C 0.169 -4.448 -1.685  -0.291
26 O -0.247 -3.441 -0.746  0.040
27 P -1.230 -2.252 -1.110  0.533
28 O -1.080 -1.179 -0.066  -0.864
29 Te -0.639 -1.115 -3.131  -0.280
30 O -2.660 -2.916 -1.263  -0.326
31 C -3.397 -3.376 -0.108  -0.229
32 C -4.228 -2.258 0.478  -1.007
33 H 2.016 -5.358 -2.277  0.391
34 H 1.883 -5.072 -0.535  0.281
35 H 2.182 -3.717 -1.635  0.187
36 H -0.407 -5.351 -1.471  0.248
37 H -0.070 -4.118 -2.701  0.351
38 H -2.698 -3.794 0.623  0.229
39 H -4.020 -4.190 -0.479  0.356
40 H -3.598 -1.418 0.767  0.207
41 H -4.757 -2.620 1.360  0.366
42 H -4.964 -1.908 -0.243  0.332